[1]
C16H41BFN2O18PS4 | ωB97M-V with the def2-TZVPD basis set

ORCA input file:
```
! wB97M-V def2-TZVPD RIJCOSX def2/J DEFGRID3
* xyz 0 1
N -2.77 2.26 1.82
B -2.13 1.63 0.65
O -1.34 2.40 -0.16
O -2.41 0.27 0.41
P -1.18 -0.73 0.35
O -1.07 -1.54 1.54
O 0.14 0.04 -0.05
C 1.35 -0.74 0.10
C 2.32 0.03 1.00
C 2.28 -0.33 2.47
F 1.04 -0.15 3.04
O -1.48 -1.76 -0.91
N -2.53 -1.28 -1.78
C -2.05 -0.49 -2.60
O -1.57 0.42 -3.13
H -2.96 1.55 2.52
H -3.69 2.57 1.51
H -1.90 3.11 -0.50
H 1.81 -0.79 -0.89
H 1.16 -1.76 0.43
H 3.35 -0.08 0.67
H 2.08 1.09 0.89
H 2.96 0.34 2.98
H 2.67 -1.33 2.66
O -3.13 5.25 -1.41
S -3.55 6.38 -0.63
O -4.80 6.38 0.07
O -3.46 7.69 -1.53
C -4.15 7.68 -2.80
C -5.65 7.86 -2.65
C -2.27 6.81 0.50
H -3.92 6.75 -3.34
H -3.73 8.50 -3.38
H -6.10 7.01 -2.15
H -6.11 7.97 -3.63
H -5.87 8.75 -2.04
H -1.33 6.85 -0.04
H -2.23 6.03 1.26
H -2.50 7.76 0.95
O 5.28 -1.26 2.88
S 6.65 -1.49 2.52
O 6.98 -2.20 1.33
O 7.41 -2.14 3.76
C 6.84 -3.33 4.34
C 7.11 -4.57 3.51
C 7.52 0.05 2.52
H 5.77 -3.19 4.52
H 7.31 -3.44 5.32
H 6.57 -4.53 2.57
H 6.78 -5.46 4.05
H 8.17 -4.66 3.28
H 7.30 0.57 3.45
H 7.17 0.62 1.67
H 8.58 -0.15 2.43
O -7.69 3.36 -3.53
S -6.85 4.09 -4.43
O -6.91 5.51 -4.52
O -7.00 3.47 -5.89
C -8.33 3.35 -6.44
C -8.86 4.68 -6.93
C -5.17 3.62 -4.17
H -9.00 2.91 -5.71
H -8.25 2.66 -7.27
H -9.04 5.37 -6.11
H -9.81 4.54 -7.46
H -8.15 5.16 -7.61
H -5.11 2.53 -4.15
H -4.86 4.03 -3.21
H -4.56 4.03 -4.97
O 4.97 -9.66 4.78
S 5.50 -9.39 3.48
O 6.17 -8.16 3.20
O 4.35 -9.61 2.40
C 3.11 -8.91 2.58
C 3.21 -7.45 2.19
C 6.53 -10.73 2.98
H 2.76 -9.02 3.61
H 2.38 -9.41 1.94
H 3.86 -6.90 2.87
H 2.22 -6.98 2.21
H 3.63 -7.35 1.19
H 6.00 -11.66 3.15
H 7.43 -10.69 3.58
H 6.78 -10.61 1.93
*
```

The calculation puts the total energy at -113117.2568 eV. The orbital gap is 0.38376 hartree.

***

[2]
C16H41BFN5O7 | ωB97M-V with the def2-TZVPD basis set

ORCA input file:
```
! wB97M-V def2-TZVPD RIJCOSX def2/J DEFGRID3
* xyz 0 1
C -2.15 3.94 3.54
N -2.34 2.83 2.61
C -2.54 1.54 3.31
B -1.19 2.65 1.74
O 0.10 3.00 2.19
N -1.31 2.18 0.36
C -2.51 2.65 -0.39
C -3.83 1.90 -0.08
N -3.55 0.61 0.56
N -4.76 2.63 0.75
N -4.48 1.75 -1.41
C -0.12 2.49 -0.34
O 0.00 3.38 -1.15
O 0.91 1.62 -0.06
C 0.66 0.31 -0.59
C -0.03 -0.64 0.37
C 0.93 -1.55 1.16
F 0.76 -1.31 2.53
H -1.57 4.74 3.09
H -3.12 4.34 3.84
H -1.63 3.65 4.45
H -2.04 1.55 4.28
H -2.14 0.72 2.71
H -3.60 1.35 3.44
H 0.61 2.19 2.30
H -2.32 2.46 -1.44
H -2.63 3.72 -0.30
H -2.98 0.03 -0.05
H -4.43 0.14 0.66
H -5.59 2.87 0.23
H -4.35 3.45 1.16
H -5.40 1.35 -1.26
H -3.97 1.05 -1.93
H 1.63 -0.08 -0.88
H 0.10 0.42 -1.52
H -0.60 -0.10 1.11
H -0.75 -1.24 -0.19
H 1.97 -1.34 0.93
H 0.68 -2.59 0.99
C -1.57 0.64 -4.45
O -1.06 -0.69 -4.44
C -1.32 -1.40 -5.64
C -0.09 -1.45 -6.53
O 0.25 -0.16 -7.02
C 1.34 0.43 -6.33
H -1.17 1.15 -3.58
H -1.27 1.18 -5.35
H -2.67 0.63 -4.38
H -2.16 -0.95 -6.18
H -1.60 -2.42 -5.37
H -0.31 -2.08 -7.40
H 0.75 -1.89 -5.99
H 2.28 -0.08 -6.58
H 1.19 0.41 -5.25
H 1.40 1.47 -6.66
C 6.56 -3.25 3.68
O 5.49 -3.58 4.55
C 4.48 -2.58 4.60
C 3.28 -2.96 3.77
O 3.58 -3.00 2.39
C 3.77 -4.32 1.90
H 7.18 -4.14 3.58
H 6.20 -2.95 2.69
H 7.17 -2.44 4.10
H 4.88 -1.62 4.27
H 4.18 -2.48 5.64
H 2.50 -2.21 3.91
H 2.88 -3.93 4.11
H 2.81 -4.85 1.84
H 4.46 -4.89 2.52
H 4.18 -4.24 0.89
*
```

The calculation puts the total energy at -42433.2358 eV. The SMILES is CN(C)B(O)N(CC(N)(N)N)C(=O)OCCCF.COCCOC.COCCOC. The orbital gap is 0.34461 hartree.

***

[3]
C16H41BaF3NO21P4 | ωB97M-V with the def2-TZVPD basis set

ORCA input file:
```
! wB97M-V def2-TZVPD RIJCOSX def2/J DEFGRID3
* xyz 1 1
Ba 2.65 -3.03 -1.54
N 0.26 -0.57 -1.49
O -0.43 0.44 -1.58
O 1.46 -0.52 -1.07
O -0.19 -1.73 -1.81
C -0.05 6.55 -1.19
O 1.08 6.25 -2.02
P 1.00 5.34 -3.29
O 1.97 5.63 -4.32
O 1.13 3.88 -2.63
C 1.85 2.86 -3.29
O -0.53 5.42 -3.68
C -1.00 4.88 -4.93
H 0.14 6.30 -0.14
H -0.99 6.13 -1.52
H -0.18 7.64 -1.17
H 2.34 3.19 -4.20
H 1.21 1.99 -3.44
H 2.68 2.49 -2.68
H -1.63 5.64 -5.38
H -1.57 3.97 -4.73
H -0.18 4.65 -5.61
C -0.20 -8.89 -1.77
O 0.84 -7.89 -1.95
P 0.71 -6.55 -1.16
O 1.73 -5.54 -1.50
O -0.76 -6.11 -1.47
C -1.17 -4.78 -1.08
O 0.64 -6.94 0.36
C 1.85 -6.95 1.16
H 0.23 -9.86 -1.99
H -1.04 -8.68 -2.42
H -0.59 -8.89 -0.75
H -1.00 -4.09 -1.91
H -0.68 -4.46 -0.16
H -2.23 -4.81 -0.86
H 2.72 -7.23 0.56
H 1.74 -7.63 2.00
H 2.04 -5.94 1.51
C 0.45 2.77 0.28
O 0.78 3.93 1.05
P 1.94 3.81 2.10
O 1.89 2.64 2.98
O 3.31 3.81 1.27
C 3.42 4.65 0.11
O 1.87 5.25 2.73
C 2.68 5.45 3.90
H -0.22 2.19 0.92
H 1.29 2.17 -0.06
H -0.08 2.99 -0.65
H 2.57 5.31 -0.04
H 3.54 3.98 -0.75
H 4.29 5.30 0.19
H 3.07 4.50 4.28
H 2.12 5.96 4.68
H 3.54 6.07 3.63
C 1.43 -3.87 4.58
O 1.61 -3.93 3.15
P 1.12 -2.80 2.20
O 1.63 -3.03 0.83
O -0.43 -2.80 2.41
C -1.41 -1.99 1.69
O 1.66 -1.46 2.76
C 1.11 -0.67 3.85
H 0.41 -3.55 4.78
H 2.23 -3.29 5.04
H 1.51 -4.89 4.94
H -2.05 -1.58 2.46
H -1.94 -2.65 1.01
H -1.00 -1.12 1.17
H 0.18 -1.11 4.22
H 1.04 0.35 3.47
H 1.82 -0.69 4.67
C -4.05 2.55 -1.35
C -4.07 1.62 -0.16
O -4.45 0.32 -0.64
C -4.45 -0.64 0.23
O -4.15 -0.58 1.38
C -4.92 -1.97 -0.38
F -5.84 -2.52 0.37
F -5.41 -1.80 -1.63
F -3.86 -2.82 -0.44
H -3.96 3.57 -0.97
H -4.97 2.47 -1.93
H -3.21 2.35 -2.01
H -4.80 2.02 0.54
H -3.09 1.59 0.29
*
```

The calculation puts the total energy at -107750.0836 eV. The orbital gap is 0.32024 hartree.

***

no.,E_LUMO (eV)
1,0.088
2,0.542
3,-3.448